Density functional theory data (ωB97M-V with the def2-TZVPD basis set) for a molecular structure, C35H41N5O2SY.

Values from the calculation:
HOMO level   -0.3899 Ha
Charge   +1
Frontier orbital gap   6.28 eV
Lowest unoccupied orbital energy   -4.33 eV
Relative energy (zero: lowest compared OMol25 entry of this formula, charge and spin)   11.2 kcal per mole

Structure (XYZ):
```
85
Properties=species:S:1:pos:R:3:forces:R:3
Y -0.0807 0.4288 0.1270 0.795 0.305 -0.010
C -2.0782 -1.2880 -5.3152 -0.020 -0.015 -0.128
C -1.2020 -1.6377 -4.1164 0.043 -0.059 0.177
C -0.9892 -3.1513 -4.0154 0.018 -0.091 -0.041
C 0.1335 -0.9195 -4.1514 -0.004 0.074 -0.056
C 1.0291 -1.2290 -5.1664 0.026 0.035 -0.006
C 2.2860 -0.6511 -5.2265 -0.013 -0.008 -0.004
C 2.6745 0.2353 -4.2403 -0.034 0.011 0.010
C 1.8023 0.5783 -3.2112 0.106 -0.057 -0.085
C 2.2986 1.4463 -2.0767 -0.075 0.056 0.051
C 3.2042 2.5946 -2.5124 0.046 0.063 -0.033
C 3.0299 0.5557 -1.0709 0.017 -0.317 0.217
C 0.5212 0.0229 -3.1820 -0.068 -0.009 0.103
N -0.3924 0.3593 -2.1294 0.030 0.021 -0.175
C -1.5552 0.9280 -2.5626 -0.542 -0.005 0.281
O -1.8168 1.4580 -3.6244 0.292 -0.104 -0.137
C -2.6706 0.7972 -1.5388 -0.109 -0.104 0.024
C -4.0076 1.0050 -1.8232 0.053 0.046 0.034
C -4.9361 0.7473 -0.8197 -0.003 0.013 -0.053
C -4.5209 0.2954 0.4274 0.037 0.011 0.052
C -3.1651 0.1293 0.6376 -0.025 -0.109 0.056
N -2.2910 0.3700 -0.3370 -0.361 0.046 -0.021
C -2.5493 -0.3969 1.9247 -0.082 0.011 0.035
O -3.2586 -0.7309 2.8528 -0.012 -0.006 0.000
N -1.1902 -0.4442 1.8536 0.064 -0.110 -0.398
C -0.4917 -1.1204 2.9048 -0.203 0.198 0.099
C -0.0843 -2.4522 2.6949 0.055 0.162 0.027
C 0.5586 -3.1172 3.7283 0.103 0.084 0.044
C 0.8071 -2.4776 4.9356 0.029 -0.121 -0.034
C 0.4108 -1.1691 5.1235 -0.004 0.144 -0.023
C -0.2500 -0.4654 4.1185 0.079 -0.186 0.013
C -0.7298 0.9469 4.3748 -0.139 -0.054 -0.057
C -1.7159 0.9843 5.5415 -0.075 0.006 0.104
C 0.4315 1.9062 4.6118 0.216 0.064 0.100
C -0.3323 -3.1196 1.3573 -0.066 -0.127 -0.030
C -0.4439 -4.6410 1.4353 -0.061 -0.071 0.052
C 0.7758 -2.7847 0.3580 0.115 0.186 -0.090
H -3.0285 -1.8217 -5.2580 -0.020 0.012 0.019
H -1.5943 -1.5883 -6.2471 0.009 0.003 0.005
H -2.2763 -0.2186 -5.3634 0.012 -0.001 0.011
H -1.7296 -1.3371 -3.2093 -0.005 -0.018 -0.026
H -0.5925 -3.5609 -4.9460 0.014 0.022 -0.010
H -1.9314 -3.6628 -3.8122 -0.022 0.028 -0.011
H -0.2828 -3.4069 -3.2229 -0.020 0.024 0.036
H 0.7389 -1.9408 -5.9290 -0.015 -0.010 0.000
H 2.9623 -0.9030 -6.0323 0.012 0.003 0.001
H 3.6672 0.6653 -4.2735 0.014 0.007 -0.002
H 1.4177 1.9064 -1.6054 0.019 0.014 -0.034
H 4.1824 2.2403 -2.8393 -0.012 -0.036 -0.024
H 3.3829 3.2855 -1.6836 -0.028 -0.015 0.029
H 2.7547 3.1524 -3.3328 -0.004 0.013 0.007
H 3.7509 -0.0853 -1.5810 0.003 0.073 -0.057
H 2.3736 -0.1657 -0.5494 0.011 0.007 -0.092
H 3.5693 1.1065 -0.3030 0.019 0.104 -0.060
H -4.2874 1.3458 -2.8097 -0.020 0.005 0.003
H -5.9907 0.8878 -1.0162 -0.009 0.000 0.000
H -5.2127 0.0668 1.2254 0.005 0.001 0.009
H 0.8653 -4.1466 3.6048 0.000 -0.009 -0.008
H 1.3015 -3.0136 5.7347 0.007 -0.003 0.008
H 0.5938 -0.6875 6.0767 0.009 -0.006 0.000
H -1.2631 1.2781 3.4827 -0.014 0.038 0.001
H -1.2192 0.7631 6.4889 0.020 -0.007 -0.022
H -2.5131 0.2555 5.3996 0.002 0.009 -0.049
H -2.1690 1.9731 5.6312 0.019 0.015 -0.006
H 1.0130 1.6203 5.4918 -0.054 -0.005 0.008
H 0.0730 2.9249 4.7748 -0.042 -0.002 -0.008
H 1.1276 1.9166 3.7691 -0.015 -0.022 -0.068
H -1.2800 -2.7371 0.9709 0.017 -0.019 -0.037
H 0.5079 -5.1073 1.6946 0.018 0.022 -0.006
H -0.7490 -5.0471 0.4705 -0.006 0.019 -0.015
H -1.1796 -4.9470 2.1782 -0.019 0.031 0.002
H 1.7413 -3.1639 0.6975 -0.023 -0.066 0.026
H 0.9597 -1.7007 0.2357 0.014 -0.087 0.067
H 0.5784 -3.1770 -0.6398 -0.045 -0.024 -0.004
S -0.9464 3.1182 0.3236 0.074 0.007 -0.001
C 0.6022 3.4377 0.8495 0.154 -0.019 0.066
N 1.0133 4.7092 1.1351 -0.017 0.110 0.014
C 2.2411 5.0143 1.6025 -0.062 -0.038 -0.025
C 3.1414 4.0143 1.8055 -0.094 -0.008 -0.032
C 2.7052 2.7183 1.4886 0.108 -0.043 0.149
N 1.5099 2.4334 1.0190 -0.299 -0.081 0.018
H 0.3352 5.4474 0.9916 -0.032 -0.023 -0.011
H 2.4270 6.0620 1.7922 0.064 -0.014 0.021
H 4.1297 4.2076 2.1884 0.011 -0.017 0.002
H 3.3684 1.8753 1.6430 0.015 0.018 0.007
```
Forces are in eV/Å.